[1]
{"formula": "C3H9NO2", "method": "the ωB97M-V functional and the def2-TZVPD basis", "total_charge": 0, "e_homo_ha": -0.3462, "de_lowest_kj_mol": 239.4, "smiles": "CNCC=O.O", "symbols": ["C", "N", "C", "C", "O", "H", "H", "H", "H", "H", "H", "H", "H", "H", "O"], "xyz": [[-1.321441, 1.087447, -1.272671], [-0.118571, 1.782387, -0.719217], [-0.031358, 1.527485, 0.736900], [0.134403, 0.061560, 1.166843], [0.075990, -0.221029, 2.328966], [-2.037313, 0.761654, -0.524301], [-0.995016, 0.293402, -1.924866], [-1.665752, 1.806631, -2.029972], [-0.241161, 2.762617, -0.920565], [0.807355, 2.058285, 1.195999], [-0.943730, 1.846417, 1.273203], [-0.160612, -0.689175, 0.379499], [2.684707, -4.256657, -0.432346], [1.474338, -4.198201, 0.351019], [2.338161, -4.622823, 0.391509]], "forces_ev_per_a": [[1.475, 1.412, -1.333], [-0.585, -1.357, 1.076], [0.740, 0.382, -0.249], [-2.719, 0.607, -0.905], [0.931, -0.368, 0.297], [-0.295, 0.173, -0.100], [0.029, -0.882, 0.270], [-0.937, -0.252, 0.510], [0.232, 0.119, 0.464], [-0.068, 0.206, -0.190], [0.162, -0.080, -0.070], [1.031, 0.041, 0.228], [0.581, -0.315, 0.080], [-0.301, -0.218, 0.591], [-0.276, 0.533, -0.666]], "mulliken_charge": [-0.874, -0.435, -0.455, 0.066, -0.450, 0.300, 0.269, 0.349, 0.268, 0.373, 0.306, 0.283, 0.316, 0.313, -0.629]}

[2]
{"formula": "C3H9NO2", "method": "the ωB97M-V functional and the def2-TZVPD basis", "total_charge": 0, "e_homo_ha": -0.3135, "de_lowest_kj_mol": 265.3, "smiles": "C[C@@H](O)[C@@H](N)O", "symbols": ["C", "C", "O", "H", "H", "H", "H", "H", "H", "N", "C", "O", "H", "H", "H"], "xyz": [[0.547686, 0.220501, -0.383376], [1.753185, 0.408990, 0.536988], [0.714098, -0.865202, -1.280599], [0.840326, -1.656210, -0.741429], [0.492745, 1.092129, -1.043765], [-0.400083, -1.266531, 0.642504], [1.796565, -0.395337, 1.273983], [2.677570, 0.424528, -0.042343], [1.672107, 1.351431, 1.077403], [-2.032535, -0.010269, -0.645501], [-1.085360, 0.237091, 0.344198], [-1.015504, -0.735100, 1.315041], [-2.749051, -0.696791, -0.451621], [-2.065405, 0.655901, -1.402691], [-1.146344, 1.234869, 0.801209]], "forces_ev_per_a": [[-1.785, 1.785, -0.464], [-0.805, -0.257, 0.141], [-0.307, -0.273, 0.830], [0.245, -0.220, -0.316], [0.052, -0.023, -0.036], [-2.034, -0.107, 3.269], [0.141, -0.033, 0.086], [-0.114, -0.074, -0.034], [-0.049, 0.007, 0.061], [-0.184, -0.339, -0.300], [3.563, 2.090, -0.750], [1.802, -2.525, -2.378], [0.102, 0.501, -0.317], [-0.503, -0.459, 0.132], [-0.123, -0.072, 0.077]], "mulliken_charge": [-0.273, -1.169, -0.482, 0.362, 0.377, 0.407, 0.271, 0.351, 0.342, -0.367, 0.019, -0.521, 0.190, 0.166, 0.328]}

[3]
{"formula": "C3H9NO2", "method": "the ωB97M-V functional and the def2-TZVPD basis", "total_charge": 1, "s2": 0.757, "e_homo_ha": [-0.5406, -0.5402], "spin_multiplicity": 2, "de_lowest_kj_mol": 280.7, "symbols": ["C", "C", "C", "O", "N", "H", "H", "H", "H", "H", "H", "H", "H", "H", "O"], "xyz": [[1.641511, -0.097717, -1.268717], [0.641936, -0.781567, -0.269310], [-0.712571, -0.836809, -0.810621], [-1.575968, -1.724420, -0.416687], [1.340015, 1.289380, -1.031775], [1.616213, -0.450534, -2.266746], [2.686899, -0.365799, -0.890141], [0.573943, -0.499199, 0.790504], [1.156674, -1.691668, -0.049215], [-1.026293, 0.125399, -1.450827], [0.720507, 1.644699, -1.866841], [0.835308, 1.563193, -0.163462], [-0.396810, 1.309883, 2.952883], [-1.552931, 1.451639, 3.926750], [-1.351390, 1.497331, 2.958113]], "forces_ev_per_a": [[1.500, 0.787, 3.673], [1.539, -1.276, 0.195], [-6.468, -2.835, 1.290], [5.027, 4.943, -2.504], [-3.092, 0.334, -3.273], [-0.472, 0.179, -1.098], [-1.211, 0.445, -0.177], [0.065, 1.144, -0.277], [-0.258, -1.540, -0.309], [0.260, -2.008, 0.885], [1.807, -0.057, 1.824], [1.216, -0.104, -0.231], [-0.468, 0.166, 0.063], [-0.006, 0.112, -1.222], [0.563, -0.290, 1.163]], "mulliken_charge": [-0.421, -0.416, 0.226, -0.384, -0.228, 0.362, 0.314, 0.308, 0.321, 0.183, 0.403, 0.324, 0.301, 0.335, -0.628]}

[4]
{"formula": "C3H9NO2", "method": "the ωB97M-V functional and the def2-TZVPD basis", "total_charge": 1, "s2": 0.754, "e_homo_ha": [-0.5243, -0.5237], "spin_multiplicity": 2, "de_lowest_kj_mol": 255.6, "symbols": ["C", "N", "H", "H", "H", "H", "H", "H", "C", "C", "O", "O", "H", "H", "H"], "xyz": [[-1.279191, 0.141038, 1.893987], [-0.985902, -1.347505, 1.880742], [2.529621, -0.157798, -0.056309], [-0.543197, -1.533615, 0.869402], [-0.159821, -1.426160, 2.554501], [-0.305949, 0.644829, 1.752009], [-1.589175, 0.460498, 2.870084], [-2.030331, 0.241832, 0.985773], [0.229329, 0.687372, -2.330817], [1.010272, 0.109200, -1.164115], [1.039650, -1.105505, -0.888777], [1.914294, 0.729181, -0.302985], [0.730121, 0.146294, -3.154121], [0.331377, 1.728243, -2.645924], [-0.891098, 0.682097, -2.263450]], "forces_ev_per_a": [[-2.455, -2.233, -2.271], [5.137, 3.717, -1.744], [-2.443, 3.474, -0.644], [-1.636, -0.731, 1.875], [-1.739, -1.287, -0.261], [0.191, -0.290, -0.515], [-0.698, 0.138, 0.356], [1.551, 0.669, 2.196], [0.091, 0.895, -0.198], [1.964, -2.179, 2.809], [-2.040, 0.623, -1.476], [1.145, -1.525, -1.091], [-1.091, -0.211, 0.054], [0.922, 0.182, 0.875], [1.102, -1.242, 0.036]], "mulliken_charge": [-0.597, -0.157, 0.434, 0.366, 0.391, 0.334, 0.339, 0.297, -0.863, 0.735, -0.640, -0.517, 0.262, 0.363, 0.254]}

[5]
{"formula": "C3H9NO2S", "method": "the ωB97M-V functional and the def2-TZVPD basis", "total_charge": -1, "s2": 0.753, "e_homo_ha": [-0.1368, -0.1367], "spin_multiplicity": 2, "de_lowest_kj_mol": 96.0, "symbols": ["C", "C", "S", "N", "C", "O", "H", "H", "H", "H", "H", "H", "H", "H", "H", "O"], "xyz": [[0.540382, 0.668515, 0.529328], [-0.560731, 1.371301, -0.203806], [-0.444179, 3.136672, -0.362821], [0.111933, -0.546105, 1.236726], [1.002865, -1.688236, 0.875246], [0.925423, -2.080820, -0.400196], [1.369180, 0.470526, -0.144513], [0.975854, 1.331162, 1.284924], [-1.488494, 1.269702, 0.394295], [-0.798667, 0.868362, -1.150876], [-0.805506, -0.798896, 0.900878], [0.738969, -2.490661, 1.577689], [1.996406, -1.276154, 1.136285], [-0.099547, -2.851650, -0.996993], [-1.584206, -3.273399, -0.714417], [-0.895228, -3.452290, -1.359116]], "forces_ev_per_a": [[0.836, 0.007, 1.064], [-0.891, -0.286, 0.055], [0.102, 0.115, -0.230], [-0.012, 0.300, -0.229], [-0.214, 0.073, -0.352], [0.567, 0.458, -0.349], [-0.009, -0.338, -0.400], [-0.214, 0.318, -0.032], [0.083, 0.045, -0.067], [0.100, 0.237, 0.061], [-0.248, -0.159, -0.180], [0.055, -0.147, 0.401], [0.264, -0.298, 0.201], [-0.350, -0.365, 0.176], [-0.065, -0.049, -0.022], [-0.004, 0.087, -0.097]], "mulliken_charge": [-0.218, -0.749, -0.146, -0.464, -0.706, -0.834, 0.268, 0.286, 0.297, 0.386, 0.233, 0.310, 0.407, 0.497, 0.227, -0.794]}

[6]
{"formula": "C3H9NO2S", "method": "the ωB97M-V functional and the def2-TZVPD basis", "total_charge": 0, "e_homo_ha": [-0.2978, -0.2979], "de_lowest_kj_mol": 664.0, "symbols": ["C", "C", "C", "N", "O", "O", "S", "H", "H", "H", "H", "H", "H", "H", "H", "H"], "xyz": [[-0.547081, 1.306522, -0.340486], [-1.943243, -0.802188, -0.037041], [0.425390, -0.647958, 0.427809], [-0.631729, -0.099382, -0.173070], [2.528352, -1.060151, -1.047712], [2.402913, 1.125519, -0.037464], [2.203402, -0.244327, 0.389595], [-0.696377, 1.724077, 0.575795], [0.410881, 1.662863, -0.638405], [-1.072238, 1.628303, -1.207345], [-1.915409, -1.733199, 0.391542], [-2.663860, -0.200078, 0.797396], [-2.595771, -0.710666, -0.848231], [0.620930, 0.484967, 2.203850], [0.136320, -1.608696, 0.874260], [3.337524, -0.825611, -1.330486]], "forces_ev_per_a": [[0.354, -0.462, -2.883], [-1.066, 5.259, 3.021], [-0.939, 0.223, 2.261], [0.357, -1.998, -0.421], [-5.108, -1.805, 1.985], [0.241, 0.794, 0.261], [-0.563, -0.358, -0.500], [-1.170, 1.723, 2.677], [1.229, -0.522, 0.122], [-1.568, 0.446, -0.128], [0.711, -2.374, 0.474], [2.125, -1.153, -1.712], [-0.285, -0.174, -1.821], [0.005, -1.185, -1.667], [1.007, 0.129, -0.104], [4.668, 1.456, -1.565]], "mulliken_charge": [-1.149, -0.874, -0.344, 0.154, -0.478, -0.536, 0.571, 0.528, 0.358, 0.335, 0.335, 0.279, 0.353, -0.003, 0.177, 0.294]}